# 1
DFT (ωB97M-V/def2-TZVPD) results for the molecule C2H2N2O3.

```
9
Properties=species:S:1:pos:R:3:forces:R:3
O 1.28801 1.65409 1.12325 -0.56 -0.91 -0.80
C 0.70677 0.76435 0.54527 1.78 0.26 1.98
N -0.34868 0.79157 -0.28332 -1.75 0.84 -1.20
C -0.66878 -0.50339 -0.56888 -0.60 -0.51 -0.22
O -1.78280 -0.75714 -1.27169 0.77 1.52 0.21
N 0.13719 -1.35748 -0.04618 -1.43 -0.14 -0.77
O 0.99479 -0.59002 0.69668 1.25 1.40 0.56
H -0.88304 1.62846 -0.57133 0.71 -0.95 0.41
H -1.86446 -1.68833 -1.36640 -0.16 -1.51 -0.16
```
Positions in Å, forces in eV/Å.

- HOMO: -9.740 eV
- F_max: 2.67 eV/A
- Calculated total energy: -412.628211 a.u.
- Structure (SMILES): O=c1[nH]c(O)no1
- LUMO: 0.013 Ha
- Gap between HOMO and LUMO: 10.0968 eV
- Energy above the lowest of the compared OMol25 structures with the same formula, charge and spin: 59.8 kJ/mol



# 2
DFT (ωB97M-V/def2-TZVPD) results for a structure of composition C24H42NP3RuS.

```
72
Properties=species:S:1:pos:R:3:forces:R:3
Ru -0.19569 0.28844 -0.32784 -0.44 -2.22 -1.83
P -1.15124 -0.04009 1.64768 -2.01 -0.53 4.60
P 0.58496 -2.01511 -0.16072 0.79 -2.30 -0.20
P -0.89510 2.38652 -0.23746 -0.98 3.80 -0.60
H -1.82599 0.10832 -4.35069 0.36 0.62 0.42
C -1.25850 0.89695 -3.82419 -2.11 0.08 -2.16
C 0.16566 0.86589 -3.85480 3.52 -0.47 -1.56
H 0.63887 1.35948 -4.73947 -0.48 0.45 0.87
C -2.91359 -0.52118 1.53300 -0.06 -0.02 -0.15
C -0.56140 -1.19481 2.96672 0.03 -0.09 -0.07
C -1.20894 1.39589 2.80767 -0.12 -0.01 -0.13
C 1.49210 -2.87374 -1.51317 -0.04 0.08 -0.42
C 1.80955 -2.40657 1.16097 -0.12 0.15 0.22
C -0.80042 -3.19489 0.11235 0.11 -0.03 0.02
C -0.73072 3.25809 -1.80407 0.01 0.06 -0.41
C 0.10122 3.56741 0.76012 -0.12 -0.23 0.33
C -2.68784 2.67816 0.07396 0.00 0.11 0.09
H -1.71287 1.87747 -4.03596 0.23 -0.39 0.25
H 0.74830 1.10408 -2.92737 -0.41 -0.41 -0.76
H -3.26345 -0.74070 2.54978 0.02 0.06 -0.22
H -3.03247 -1.41860 0.91525 -0.02 0.19 0.12
H -3.51032 0.29685 1.11745 0.08 -0.26 0.09
H -1.19646 -1.03493 3.84876 0.11 -0.05 -0.28
H 0.46652 -0.93106 3.25102 -0.25 -0.14 -0.07
H -0.63144 -2.24950 2.68595 0.13 0.33 0.19
H -1.72775 1.06228 3.71410 0.07 0.14 -0.20
H -1.73333 2.26206 2.39890 0.23 -0.25 0.29
H -0.18708 1.67947 3.08491 -0.18 -0.07 0.00
H 2.16621 -3.63010 -1.08549 -0.25 0.28 -0.26
H 2.07547 -2.14031 -2.08085 0.12 -0.22 0.10
H 0.79129 -3.35784 -2.20367 0.26 0.07 0.32
H 1.35558 -2.48143 2.14983 0.17 0.01 -0.23
H 2.57590 -1.62604 1.17935 -0.03 -0.23 -0.07
H 2.29192 -3.36266 0.92531 -0.19 0.27 0.11
H -0.42943 -4.21217 -0.06169 -0.10 0.16 0.15
H -1.59640 -2.98713 -0.60860 0.22 -0.15 0.19
H -1.21828 -3.12391 1.11924 0.09 -0.12 -0.24
H -1.30897 4.18874 -1.75688 0.36 -0.06 -0.21
H -1.12968 2.59983 -2.56824 -0.10 0.58 0.20
H 0.32674 3.43125 -2.02890 -0.17 0.18 0.05
H -0.30999 4.57202 0.59295 0.13 -0.23 0.07
H 1.13363 3.52675 0.38666 -0.32 0.07 -0.01
H 0.10622 3.34424 1.82965 0.01 0.17 -0.26
H -2.97235 3.56512 -0.50492 -0.02 -0.18 0.22
H -2.92533 2.85615 1.12704 -0.05 -0.02 -0.33
H -3.27990 1.82781 -0.28456 0.15 0.25 0.01
C -0.42687 -1.80713 -3.67662 -0.55 -1.48 -0.10
C -1.18604 -1.28603 -2.61708 0.05 0.50 -0.67
C -2.47958 -1.75712 -2.41203 0.05 -0.48 -0.05
C -2.96465 -2.85257 -3.14560 0.31 0.40 0.26
C -2.11559 -3.50700 -4.03942 -0.20 -0.48 0.03
C -0.84097 -3.00826 -4.27927 0.45 0.76 -0.25
S 0.94271 -0.95977 -4.52398 -1.38 1.36 2.62
H 0.30616 -0.79257 -5.67602 -0.27 -0.11 -0.56
H -0.85532 -0.36996 -2.00892 -0.62 -1.21 -1.54
H -3.10931 -1.23330 -1.68857 0.12 -0.29 -0.13
H -3.98475 -3.19341 -2.99260 0.16 0.03 -0.09
H -2.45342 -4.40448 -4.57589 0.17 0.46 0.31
H -0.14515 -3.47827 -4.98168 -0.52 -0.01 0.02
N 1.43259 0.72147 0.55405 3.89 1.02 1.88
C 2.24313 0.95506 1.36206 -0.37 -0.03 0.12
C 3.07790 1.24044 2.45855 0.41 0.05 0.32
C 3.51953 0.20203 3.30879 0.05 -0.04 0.24
C 4.22992 0.51337 4.46528 -0.18 -0.11 -0.36
C 4.51389 1.84943 4.76989 -0.05 0.07 -0.17
C 4.11405 2.88056 3.90721 -0.15 -0.12 -0.26
C 3.40247 2.58057 2.74716 0.04 0.31 0.22
H 3.28885 -0.83210 3.06115 0.10 0.21 0.14
H 4.56360 -0.29219 5.12168 -0.10 0.30 -0.19
H 5.05969 2.08787 5.68384 -0.14 -0.05 -0.28
H 4.35343 3.92008 4.13668 -0.05 -0.35 -0.06
H 3.07855 3.36677 2.06227 0.16 -0.16 0.29
```
Positions in Å, forces in eV/Å.

- HOMO (spin up / spin down): -15.013 / -17.475 eV
- F_max: 5.05 eV/A
- ⟨S²⟩: 8.78
- Calculated total energy: -2510.371384 a.u.
- LUMO (spin up / spin down): -0.324 / -0.412 Ha
- Gap between HOMO and LUMO (spin up / spin down): 6.1945 / 6.2608 eV
- Energy above the lowest of the compared OMol25 structures with the same formula, charge and spin: 0.0 kJ/mol
- 2S+1: 6
- Charge: +3



# 3
DFT (ωB97M-V/def2-TZVPD) results for a structure of composition C32H30FMnN4O4.

```
72
Properties=species:S:1:pos:R:3:forces:R:3
Mn 1.94531 0.05120 -2.56674 -0.04 0.20 -0.15
F -2.01030 -3.26247 1.80782 0.01 0.01 -0.01
C -1.46845 -2.04152 1.97010 0.02 0.06 -0.01
C -0.70048 -1.50908 0.98163 -0.05 -0.04 0.08
C -0.18511 -0.21146 1.11176 -0.04 -0.05 -0.02
C 0.63517 0.30894 0.02986 0.07 0.16 0.12
O 0.82645 -0.42450 -0.99043 0.05 -0.07 -0.08
C 1.14950 1.60803 0.22008 -0.02 -0.01 -0.13
C 0.80436 2.29180 1.35727 -0.04 -0.02 0.02
N 0.03300 1.83737 2.35602 -0.01 -0.08 -0.13
C -0.22319 2.80789 3.42096 0.02 0.06 0.07
C -1.48607 2.93904 4.20942 0.03 0.03 -0.01
C -0.19961 2.51874 4.88734 -0.03 -0.03 -0.04
C -0.47458 0.54189 2.26486 0.05 -0.06 -0.06
C -1.23055 -0.05968 3.28491 0.02 -0.02 0.02
C -1.73762 -1.33924 3.15916 0.00 0.02 -0.25
N -2.50545 -1.90254 4.19008 0.14 0.05 0.32
C -3.69393 -1.23356 4.66859 -0.10 -0.02 -0.07
C -3.83480 -1.40373 6.17214 0.01 0.04 -0.06
N -3.82692 -2.87472 6.48765 -0.06 -0.05 0.07
C -2.59674 -3.56131 5.95635 0.03 -0.02 -0.09
C -2.50330 -3.32504 4.45643 -0.02 -0.05 -0.01
C 2.04876 2.37168 -0.74412 0.00 0.20 0.47
O 2.29303 3.53325 -0.49427 -0.02 -0.09 -0.09
O 2.51494 1.71297 -1.75143 -0.05 -0.29 -0.16
H -0.50752 -2.06893 0.07748 0.00 0.01 -0.01
H 1.18715 3.29960 1.44891 0.00 0.01 0.01
H 0.22565 3.74368 3.12802 0.00 0.01 0.04
H -2.27636 2.21838 4.07373 -0.01 -0.02 0.00
H -1.83759 3.94768 4.37100 -0.02 0.00 -0.01
H -0.08894 1.49589 5.21362 0.01 -0.01 0.01
H 0.30768 3.23613 5.51554 0.01 0.00 0.00
H -1.40007 0.44698 4.21713 -0.03 0.01 0.02
H -4.59607 -1.63517 4.17808 0.00 0.02 -0.01
H -3.65661 -0.17230 4.43315 0.01 0.01 0.04
H -4.76914 -0.98868 6.54560 0.01 0.01 0.00
H -2.99379 -0.96646 6.70770 0.00 0.00 -0.01
H -4.65668 -3.30942 6.07361 0.01 0.00 0.02
H -3.89712 -3.01769 7.49673 -0.01 0.00 -0.01
H -2.68159 -4.62018 6.19393 0.01 0.01 0.00
H -1.74695 -3.13046 6.48293 0.00 0.00 -0.01
H -3.32896 -3.84469 3.94902 0.00 0.01 0.00
H -1.58023 -3.77782 4.10367 0.01 0.01 0.02
C 1.95444 -4.02752 -3.93207 -0.01 -0.03 0.02
C 2.08086 -3.82901 -5.29836 0.01 -0.06 -0.03
C 2.08619 -2.54793 -5.82786 -0.01 0.09 0.03
C 1.96105 -1.45137 -4.97921 -0.02 -0.16 0.19
C 1.83637 -1.65514 -3.59759 0.01 0.03 0.01
C 1.83769 -2.93721 -3.07428 0.01 0.09 0.01
C 1.88716 -0.05367 -5.42736 -0.03 0.08 -0.07
C 2.09212 0.34290 -6.76033 0.00 0.06 0.01
C 1.97621 1.66229 -7.08781 0.00 -0.06 0.04
C 1.58825 2.60213 -6.11151 -0.02 -0.05 0.10
C 1.38574 3.96631 -6.41950 -0.01 0.04 0.02
C 0.94860 4.83281 -5.46036 0.03 0.01 -0.08
C 0.67405 4.36000 -4.16296 -0.01 -0.07 0.04
C 0.87100 3.04801 -3.83288 -0.01 0.03 -0.03
C 1.36508 2.14141 -4.79225 0.00 0.16 -0.04
N 1.58854 0.82532 -4.46698 0.08 -0.15 -0.07
H 1.94346 -5.03385 -3.53435 0.00 0.00 0.01
H 2.17076 -4.68034 -5.95916 0.00 0.00 0.00
H 2.17452 -2.42059 -6.89822 0.00 0.02 -0.01
H 1.74254 -3.09891 -2.00648 0.00 0.01 0.01
H 2.35902 -0.39211 -7.50354 0.00 -0.01 -0.01
H 2.15507 1.99889 -8.10130 0.01 -0.01 -0.01
H 1.57412 4.30213 -7.43094 0.00 0.01 -0.01
H 0.79386 5.87690 -5.69386 0.00 0.00 -0.01
H 0.29929 5.04557 -3.41525 0.00 0.00 0.01
H 0.63107 2.69912 -2.84170 0.01 0.00 0.00
O 3.88826 -0.58991 -1.92162 -0.02 -0.11 -0.07
H 4.53181 0.11121 -1.75414 -0.01 0.00 -0.01
H 4.32661 -1.32795 -2.36340 0.06 0.06 0.02
```
Positions in Å, forces in eV/Å.

- HOMO (spin up / spin down): -12.589 / -12.655 eV
- F_max: 0.51 eV/A
- ⟨S²⟩: 6.15
- Calculated total energy: -3007.834113 a.u.
- LUMO (spin up / spin down): -0.183 / -0.186 Ha
- Gap between HOMO and LUMO (spin up / spin down): 7.6020 / 7.5986 eV
- Energy above the lowest of the compared OMol25 structures with the same formula, charge and spin: 0.0 kJ/mol
- 2S+1: 5
- Charge: +2